{"formula": "C8H10N2O3", "method": "ωB97M-V/def2-TZVPD", "homo_lumo_gap_ha": 0.294, "e_tot_ha": -645.867212, "e_lumo_ev": -0.5, "e_above_lowest_kcal_mol": 152.72, "multiplicity": 1, "smiles": "[H]/N=C1/C=CC=C[C@H]1O/[N+]([O-])=C(/C)O", "symbols": ["O", "O", "O", "N", "N", "C", "C", "C", "C", "C", "C", "C", "C", "H", "H", "H", "H", "H", "H", "H", "H", "H", "H"], "positions_angstrom": [[0.34246, -1.26661, 0.25565], [1.73398, -0.59780, 1.89433], [1.62419, -0.17544, -1.54804], [1.54232, -0.60917, 0.67129], [-0.27834, 1.53075, 1.33698], [-0.87810, -0.80803, 0.75732], [-0.91502, 0.69078, 0.61344], [-1.82870, 1.24120, -0.31672], [3.50317, 0.61944, -0.26562], [-2.83407, 0.54540, -0.95956], [2.20219, -0.12036, -0.32412], [-1.99722, -1.54202, 0.11766], [-2.93658, -0.90512, -0.66639], [-3.49157, 0.99875, -1.70791], [-3.79682, -1.46109, -1.13481], [0.43678, 1.35731, 2.06438], [-0.92397, -0.89631, 1.92462], [0.75334, -0.52806, -1.45119], [-1.78115, 2.21295, -0.68844], [3.60208, 1.30909, 0.55469], [-2.09225, -2.58957, 0.39464], [3.60214, 1.02680, -1.18120], [4.41113, -0.03287, -0.34099]], "nbo_charge": [-0.42, -0.54, -0.66, 0.29, -0.60, -0.03, 0.21, -0.22, -0.67, -0.20, 0.49, -0.19, -0.20, 0.22, 0.22, 0.39, 0.22, 0.50, 0.22, 0.25, 0.22, 0.24, 0.24]}



{"formula": "C3H6Br2OS", "method": "ωB97M-V/def2-TZVPD", "homo_lumo_gap_ha": [0.115, 0.118], "e_tot_ha": -5739.102113, "e_lumo_ev": [-4.2, -4.2], "e_above_lowest_kcal_mol": 139.30, "multiplicity": 1, "symbols": ["Br", "Br", "S", "O", "C", "C", "C", "H", "H", "H", "H", "H", "H"], "positions_angstrom": [[-2.57134, 1.95684, -0.04666], [2.86453, 2.30291, 0.26746], [-0.83289, -0.43924, 0.09839], [-1.52088, -1.72317, -0.14674], [-1.83419, 0.68820, 1.03409], [0.55122, -0.89233, 1.21584], [0.10817, 0.12237, -1.47408], [1.12596, 0.01590, 1.41422], [-0.51053, 0.71023, -2.29282], [0.91537, 0.74747, -0.93244], [0.34147, -0.79156, -1.98109], [0.13170, -1.08361, 2.19675], [1.23140, -1.61400, 0.64707]], "nbo_charge": [0.34, -0.89, 1.57, -0.86, -0.26, -0.82, -0.80, 0.30, 0.27, 0.32, 0.26, 0.27, 0.29]}



{"formula": "C54H48As2N2O14Tl", "method": "ωB97M-V/def2-TZVPD", "homo_lumo_gap_ha": 0.288, "e_tot_ha": -7893.524109, "e_lumo_ev": 1.7, "e_above_lowest_kcal_mol": 7.62, "multiplicity": 1, "total_charge": -1, "symbols": ["Tl", "As", "As", "O", "O", "O", "O", "O", "O", "O", "O", "O", "O", "O", "O", "O", "O", "N", "N", "C", "C", "C", "C", "C", "C", "C", "C", "C", "C", "C", "C", "C", "C", "C", "C", "C", "C", "C", "C", "C", "C", "C", "C", "C", "C", "C", "C", "C", "C", "C", "C", "C", "C", "C", "C", "C", "C", "C", "C", "C", "C", "C", "C", "C", "C", "C", "C", "C", "C", "C", "C", "C", "C", "H", "H", "H", "H", "H", "H", "H", "H", "H", "H", "H", "H", "H", "H", "H", "H", "H", "H", "H", "H", "H", "H", "H", "H", "H", "H", "H", "H", "H", "H", "H", "H", "H", "H", "H", "H", "H", "H", "H", "H", "H", "H", "H", "H", "H", "H", "H", "H"], "positions_angstrom": [[1.59774, -1.21934, 0.25105], [-1.81369, 0.81378, -1.05437], [-5.73476, 1.37194, -1.91610], [-1.66177, 4.59343, -1.52061], [-0.24411, -1.13111, -1.26698], [5.58410, -2.57839, -0.92521], [0.91657, -3.13840, 0.78042], [-0.82703, -1.49115, -3.41575], [-5.56538, -0.50138, 0.28396], [-4.29662, 4.94563, -0.40993], [-6.20469, 4.20136, -1.29455], [-1.65485, 3.64965, 0.46126], [3.87242, -1.83348, 0.34035], [-2.35302, 1.32277, -4.23759], [-3.74333, -0.39918, -4.54555], [2.27782, 0.73491, -0.14606], [-3.49253, -1.31099, 0.16297], [0.57058, -0.37069, 2.27434], [2.20537, -2.09145, -1.77020], [-0.24434, -2.59811, 2.83807], [-5.04981, 3.99996, -0.99259], [0.90185, 1.89765, 1.49950], [1.42465, 1.16985, 3.86628], [2.81025, -3.60050, -3.94344], [5.42222, 1.54592, 2.50569], [0.94161, 3.97534, -0.45510], [-1.31643, -5.28774, 2.54976], [-5.63382, 1.98139, -3.78070], [0.28480, -5.80576, 0.85257], [-1.94882, -6.50923, 2.32233], [-4.37032, -0.65218, -0.33121], [3.50994, 3.49215, 2.03913], [-5.67130, -1.16937, 1.54274], [-2.10305, 3.65447, -0.65539], [3.37492, 2.24153, 1.43367], [1.79564, -4.32637, 4.21788], [-2.20175, 1.38361, -5.65757], [1.26737, -2.29966, -2.68868], [-3.01878, 2.56847, -1.14080], [3.77968, -3.35021, -2.98075], [-4.35027, -0.01421, -1.69754], [3.09391, -4.13122, 2.22131], [4.34471, 1.27448, 1.66498], [-3.16324, 0.16315, -2.31270], [0.61023, -3.62177, 2.04866], [-4.34555, 2.70792, -1.25440], [4.16215, -4.76069, 4.28589], [2.76296, 4.01105, -2.54515], [0.44938, -1.31681, 3.22524], [-2.10408, 4.61772, -2.88430], [-1.46171, -7.38283, 1.36522], [2.93140, -4.69192, 4.92736], [5.54331, 2.78447, 3.11891], [0.98672, 0.86601, 2.58495], [-0.18782, -4.92380, 1.82580], [2.86854, 3.05847, -1.54586], [-0.34000, -7.02010, 0.62414], [0.86576, -1.06233, 4.52253], [1.86586, -4.01753, 2.85947], [0.83122, 4.93335, -1.46155], [4.40369, -2.30500, -0.72305], [4.58140, 3.76232, 2.87799], [-0.07061, -1.59992, -2.45403], [3.43240, -2.58908, -1.87930], [2.14010, 1.92295, 0.56572], [-0.35118, 1.54836, -2.13667], [1.74159, 4.95880, -2.50597], [-4.95611, 6.18458, -0.13838], [1.39080, 0.18277, 4.83399], [4.23727, -4.48707, 2.92742], [-3.14679, 0.33064, -3.79948], [1.96230, 3.03279, -0.48484], [1.53486, -3.06494, -3.80642], [3.04925, -4.21187, -4.80587], [6.16739, 0.77551, 2.67595], [3.47501, 4.01442, -3.36265], [-4.98080, -0.73873, 2.26593], [0.57360, 1.26168, -1.63701], [4.66966, 4.73868, 3.34227], [5.05261, -5.02794, 4.84256], [2.77638, 4.26953, 1.84588], [-1.41289, 2.10837, -5.84075], [-6.69758, -1.02739, 1.86585], [0.78251, 2.87020, 1.97181], [-3.12963, 1.70601, -6.13024], [-1.92770, 0.40945, -6.05503], [-4.64667, 2.33777, -4.06478], [-2.40384, 5.63869, -3.11275], [-1.27334, 4.33068, -3.52781], [1.78229, 2.16754, 4.08752], [0.01986, 1.69176, 0.89186], [0.83948, -4.30731, 4.73172], [1.14954, -5.51539, 0.26728], [-1.73658, -4.62591, 3.29689], [1.74256, 0.39089, 5.83777], [4.79088, -3.72631, -3.05006], [-2.93863, 3.94501, -3.06096], [-6.34375, 2.80337, -3.85283], [-5.87992, 6.01551, 0.40901], [-5.18867, 6.70483, -1.06642], [-1.95086, -8.33427, 1.19228], [0.18754, 3.95473, 0.32386], [4.26607, 0.30761, 1.18138], [-2.82977, -6.76975, 2.89830], [3.15166, -3.90983, 1.16701], [-0.62430, -3.04959, 3.75093], [2.85479, -4.92350, 5.98367], [-0.35673, 1.12174, -3.13380], [-4.25710, 6.76493, 0.45604], [5.18787, -4.53316, 2.40943], [0.74847, -3.22400, -4.53124], [-0.39198, 2.63537, -2.20496], [0.76999, -1.82882, 5.27924], [0.04742, -7.68866, -0.13627], [-5.93910, 1.17570, -4.44448], [6.38238, 2.99421, 3.77218], [1.65487, 5.70329, -3.28921], [-1.08569, -2.35211, 2.18683], [0.01772, 5.64836, -1.42705], [3.64966, 2.30668, -1.57870], [-5.44448, -2.22774, 1.43661]], "lowdin_charge": [1.09, 1.44, 1.33, -0.10, -0.19, 0.03, -0.22, 0.06, -0.12, -0.05, 0.05, 0.09, -0.10, -0.10, 0.12, -0.23, 0.07, 0.11, 0.11, -0.05, -0.53, -0.05, 0.00, -0.03, -0.07, -0.05, -0.03, -0.30, -0.01, -0.09, -0.57, -0.04, -0.05, -0.56, -0.14, -0.05, -0.04, -0.14, -0.19, 0.01, -0.33, -0.01, 0.00, -0.28, -0.46, -0.26, -0.10, -0.08, -0.23, -0.02, -0.11, -0.09, -0.11, -0.23, -0.12, -0.02, -0.08, -0.01, -0.13, -0.09, -0.59, -0.09, -0.56, -0.14, -0.46, -0.21, -0.09, -0.03, -0.03, -0.06, -0.57, -0.16, 0.01, 0.11, 0.10, 0.10, 0.09, 0.02, 0.09, 0.09, 0.12, 0.09, 0.09, 0.12, 0.09, 0.10, 0.01, 0.10, 0.09, 0.12, 0.08, 0.11, 0.12, 0.10, 0.11, 0.12, 0.08, 0.02, 0.09, 0.10, 0.09, 0.08, 0.09, 0.10, 0.09, 0.10, 0.09, 0.04, 0.10, 0.11, 0.12, 0.02, 0.11, 0.10, 0.03, 0.09, 0.09, 0.14, 0.10, 0.13, 0.09]}



{"formula": "C18H20BrN3O2S2Sc", "method": "ωB97M-V/def2-TZVPD", "homo_lumo_gap_ha": 0.300, "e_tot_ha": -5143.668185, "e_lumo_ev": -2.7, "e_above_lowest_kcal_mol": 0.00, "multiplicity": 1, "total_charge": 1, "symbols": ["Br", "Sc", "S", "S", "O", "O", "N", "N", "N", "C", "C", "C", "C", "C", "C", "C", "C", "C", "C", "C", "C", "C", "C", "C", "C", "C", "C", "H", "H", "H", "H", "H", "H", "H", "H", "H", "H", "H", "H", "H", "H", "H", "H", "H", "H", "H", "H"], "positions_angstrom": [[-0.57616, -1.27476, -2.42164], [0.58972, 0.14459, -0.21733], [1.99418, 3.38425, 0.20324], [1.02327, 1.14452, 2.09763], [-0.55113, 1.96953, -0.66754], [2.80016, 2.84659, 2.63748], [2.86731, 0.53841, -0.88722], [1.96429, 0.94059, -1.93513], [-1.56531, -0.15208, 0.51968], [-2.39267, 0.89399, 0.39720], [0.03389, -5.48695, -0.62255], [1.23340, -1.95139, -0.00075], [-1.77062, 2.21326, 0.05845], [-0.87367, -5.30198, -1.62149], [2.01230, 2.50084, 1.65511], [1.74592, -4.59601, 0.92608], [2.17019, -2.22770, 0.96600], [-3.39580, -1.54339, 1.13822], [2.44912, -3.54351, 1.42511], [-2.05723, -1.34578, 0.88406], [-4.25477, -0.46569, 0.99572], [0.55606, -3.08432, -0.56034], [-0.36744, -2.97857, -1.62882], [3.64688, 4.01747, 2.52250], [0.76772, -4.39550, -0.08750], [-3.75030, 0.76696, 0.61945], [-1.07758, -4.00563, -2.16293], [3.01903, 4.89938, 2.43698], [-1.34129, -2.15203, 0.97115], [-5.31649, -0.58297, 1.17380], [-1.42701, -6.14225, -2.01896], [0.10986, 2.68164, -0.44276], [3.65262, 1.17898, -0.79451], [3.20182, -3.70850, 2.18543], [-3.74715, -2.52190, 1.43314], [-1.76226, -3.85348, -2.98598], [1.92498, -5.60333, 1.28567], [4.21090, 4.01764, 3.44720], [-1.51186, 2.74210, 0.97846], [2.70604, -1.41042, 1.44293], [0.21728, -6.47592, -0.21915], [4.29972, 3.93085, 1.65996], [3.19253, -0.40581, -1.08307], [-2.43818, 2.83209, -0.53550], [-4.40093, 1.62347, 0.49986], [1.93073, 1.96046, -1.92640], [2.25026, 0.61879, -2.85811]], "nbo_charge": [0.17, 1.40, -0.29, -0.19, -0.79, -0.48, -0.67, -0.69, -0.53, 0.22, -0.18, -0.54, -0.10, -0.20, 0.14, -0.19, -0.19, -0.24, -0.21, 0.08, -0.12, -0.14, -0.05, -0.27, 0.02, -0.23, -0.24, 0.21, 0.23, 0.24, 0.23, 0.52, 0.40, 0.23, 0.24, 0.24, 0.22, 0.22, 0.22, 0.21, 0.22, 0.20, 0.41, 0.21, 0.24, 0.41, 0.39]}



{"formula": "C3H4O2S", "method": "ωB97M-V/def2-TZVPD", "homo_lumo_gap_ha": 0.393, "e_tot_ha": -665.351469, "e_lumo_ev": 0.8, "e_above_lowest_kcal_mol": 21.44, "multiplicity": 1, "smiles": "O=C=S.CC=O", "symbols": ["S", "O", "O", "C", "C", "C", "H", "H", "H", "H"], "positions_angstrom": [[4.71578, 0.72063, -0.20268], [3.44587, -1.62133, -0.00366], [1.85224, 0.57098, 0.74452], [0.93541, -0.17753, 0.56403], [-0.38263, 0.36174, -0.08184], [4.00242, -0.62454, 0.02608], [-0.99387, 0.60113, 0.67717], [1.12754, -1.28266, 0.88670], [-0.25009, 1.24971, -0.81755], [-0.79716, -0.37074, -0.59867]], "nbo_charge": [0.03, -0.48, -0.54, 0.44, -0.69, 0.45, 0.22, 0.13, 0.23, 0.21]}